No. 1
The following is a DFT calculation (ωB97M-V with the def2-TZVPD basis set) of a molecular structure, C5H20MgN10O5 at a distorted geometry.

```
41
C5H20MgN10O5 | OMol25 | ωB97M-V with the def2-TZVPD basis set
Mg -0.64557 -0.27991 -0.34351
C 0.91352 -2.59365 1.16755
O 0.07700 -1.82161 0.67513
N 1.10797 -2.67399 2.50616
N 1.68378 -3.39404 0.39724
H 0.69067 -2.00873 3.12949
H 1.69284 -3.39547 2.89112
H 1.69767 -3.25470 -0.59553
H 2.28707 -4.06500 0.83959
C 0.68098 -1.27179 -3.03522
O 0.12043 -0.91467 -1.98745
N 0.56402 -2.56250 -3.45959
N 1.35314 -0.42482 -3.83627
H 1.05080 -2.88087 -4.27835
H 0.06690 -3.19825 -2.86394
H 1.78790 -0.76008 -4.67655
H 1.48284 0.50610 -3.48681
C -2.10723 2.18664 -1.75782
O -1.62001 1.12727 -1.32804
N -1.40961 3.03156 -2.54915
N -3.42888 2.46524 -1.58736
H -0.50822 2.77135 -2.90126
H -1.87150 3.83147 -2.94563
H -3.87260 2.05666 -0.78107
H -3.80586 3.34973 -1.88718
C 1.70962 1.50558 0.66936
O 0.96734 0.84401 -0.06883
N 2.75449 0.91204 1.30425
N 1.50303 2.81066 0.95812
H 3.34953 1.35813 1.97991
H 2.97469 -0.04237 1.08321
H 2.15905 3.25791 1.57287
H 0.83645 3.33060 0.41751
C -1.64629 0.10762 2.62672
O -1.36104 0.40541 1.45533
N -1.38494 0.97137 3.63632
N -2.30053 -1.03894 2.94875
H -0.80749 1.75492 3.38469
H -1.51068 0.72822 4.60280
H -2.57776 -1.11277 3.91184
H -2.65352 -1.61832 2.21159
```

Output
Total energy in Eh: -1326.29736
Total charge: +2

No. 2
The following is a DFT calculation (ωB97M-V with the def2-TZVPD basis set) of 5 unconnected molecules or ions with the total composition C5H20N10O5 at a distorted geometry.

```
40
C5H20N10O5 | OMol25 | ωB97M-V with the def2-TZVPD basis set
C -4.50043 -0.90930 -2.03932
O -4.58946 -1.93052 -1.38224
N -5.59785 -0.23466 -2.52112
N -3.30817 -0.29606 -2.28014
H -6.51191 -0.61868 -2.38801
H -5.40122 0.48241 -3.19481
H -3.20757 0.52554 -2.84491
H -2.49611 -0.69383 -1.83917
C -0.33890 -0.67149 0.31806
O -0.32625 -1.59998 -0.48724
N 0.80134 0.01370 0.65364
N -1.49107 -0.06080 0.70763
H 0.79746 0.46724 1.56215
H 1.63201 -0.32501 0.20283
H -1.44654 0.82934 1.16693
H -2.38916 -0.48570 0.56147
C 4.66429 0.68138 0.25767
O 5.04189 0.83160 -0.88071
N 4.32347 -0.53984 0.79512
N 4.50256 1.72408 1.15367
H 4.36184 -1.28888 0.12948
H 4.12775 -0.60695 1.77500
H 3.88917 1.59232 1.93623
H 4.78968 2.61087 0.78566
C 1.19654 1.88641 4.24718
O 1.26805 1.13907 3.28440
N 0.01535 2.38405 4.75280
N 2.29542 2.12250 5.03371
H -0.77318 2.18439 4.16249
H 0.06618 3.21146 5.31924
H 2.25422 2.70717 5.84602
H 3.06592 1.51409 4.83112
C -1.14078 -2.15260 -4.19156
O -1.83529 -2.23566 -5.18697
N -1.27684 -2.97171 -3.10345
N -0.17441 -1.19917 -3.99946
H -1.86820 -3.77815 -3.13542
H -0.71686 -2.74737 -2.29968
H -0.03134 -0.39569 -4.58054
H 0.32840 -1.16557 -3.12771
```

Output
Energy relative to the best compared isomer or geometry (same formula, charge and spin) in kcal/mol: 13.6

No. 3
The following is a DFT calculation (ωB97M-V with the def2-TZVPD basis set) of 5 unconnected molecules or ions with the total composition C5H20N10O5 at a distorted geometry.

```
40
C5H20N10O5 | OMol25 | ωB97M-V with the def2-TZVPD basis set
C 3.37592 -3.47695 0.53108
O 3.38091 -2.25497 0.65235
N 2.55970 -4.07776 -0.40716
N 3.74619 -4.33173 1.51553
H 1.97014 -3.43257 -0.92934
H 2.31719 -5.04742 -0.41657
H 4.16642 -3.88744 2.31521
H 3.58566 -5.31547 1.47070
C -0.05234 -1.73918 -2.46468
O 0.94431 -2.31521 -2.03582
N -1.17084 -1.42543 -1.76875
N -0.06368 -1.28350 -3.75977
H -1.18366 -1.66587 -0.79013
H -1.86096 -0.74552 -2.02865
H 0.56811 -1.82730 -4.32845
H -0.90156 -0.99140 -4.23157
C -0.37159 4.11134 -0.52848
O -1.50735 4.29298 -0.97381
N 0.24622 4.87233 0.43484
N 0.51333 3.22931 -1.08834
H 1.15605 4.46492 0.54178
H -0.22941 5.29710 1.20891
H 0.27453 2.56537 -1.80295
H 1.39465 3.00088 -0.66379
C -3.72696 2.21796 1.03246
O -4.33694 3.10488 0.43343
N -4.21808 1.00912 1.43559
N -2.36432 2.25425 1.05778
H -3.48098 0.43032 1.80757
H -5.16941 0.88057 1.72438
H -1.74508 1.59370 1.49702
H -1.94308 3.03822 0.57354
C -0.02293 -0.33181 1.39274
O -1.26160 -0.39246 1.43488
N 0.75887 0.76424 1.55682
N 0.69636 -1.40634 0.97048
H 0.33964 1.66532 1.69457
H 1.75316 0.63576 1.55321
H 0.27498 -2.30042 0.81781
H 1.58841 -1.17984 0.56559
```

Output
Energy relative to the best compared isomer or geometry (same formula, charge and spin) in kcal/mol: 30.3

No. 4
The following is a DFT calculation (ωB97M-V with the def2-TZVPD basis set) of 4 unconnected molecules or ions with the total composition C5H20N2O3S at a distorted geometry.

```
31
C5H20N2O3S | OMol25 | ωB97M-V with the def2-TZVPD basis set
N 0.16403 -1.30990 -1.72423
C -0.80580 -0.26798 -1.35950
C -0.22402 0.78328 -0.42413
C 0.75929 1.76445 -1.12498
S 1.45685 2.96447 0.07974
C -2.01517 -1.08107 -0.82521
N -3.25732 -0.38091 -0.72034
C -3.70169 0.26704 0.53561
H 0.46648 -1.80532 -0.89776
H 0.98305 -0.83193 -2.07949
H -1.17231 0.24602 -2.31926
H -0.98395 1.40246 0.06255
H 0.29163 0.22854 0.35474
H 1.50727 1.28278 -1.75648
H 0.34625 2.50424 -1.81647
H 1.22037 2.41725 1.31049
H -2.09443 -1.80841 -1.69754
H -1.79157 -1.66489 0.07172
H -3.86111 -0.51535 -1.50114
H -4.20255 -0.58095 1.06327
H -2.77855 0.56923 1.00911
H -4.39374 1.07118 0.37341
H 1.68160 -1.52066 2.17900
H 0.49242 -0.51657 2.33435
O 1.44824 -0.60383 2.33033
H 2.96120 -0.32886 -0.73551
H 3.12948 -0.15960 0.78907
O 3.42758 -0.68152 0.03419
H -0.47130 -3.34423 1.44689
H 1.07360 -3.56752 1.51465
O 0.27617 -3.44275 2.04241
```

Output
Energy relative to the best compared isomer or geometry (same formula, charge and spin) in kcal/mol: 17.8

No. 5
The following is a DFT calculation (ωB97M-V with the def2-TZVPD basis set) of 5 unconnected molecules or ions with the total composition C5H20N2O4 at a distorted geometry.

```
31
C5H20N2O4 | OMol25 | ωB97M-V with the def2-TZVPD basis set
C -0.33946 0.18247 0.69053
C -1.64779 0.96247 0.67060
C -2.78840 0.32718 -0.07408
C -3.98406 0.79005 -0.09529
N 0.17983 0.04196 -0.75687
C 1.13970 1.09519 -1.14221
N 2.52922 0.78815 -0.73149
H -0.41938 -0.87226 1.15075
H 0.35508 0.78150 1.29329
H -2.06680 1.19674 1.68879
H -1.39828 1.93108 0.21609
H -2.47643 -0.45885 -0.67025
H -4.75174 0.19992 -0.74263
H -4.31230 1.72075 0.31317
H 0.35231 -1.01538 -0.99675
H 0.83834 2.11135 -0.74997
H 1.17903 1.06889 -2.37581
H 2.89758 -0.05675 -1.06040
H 2.57942 0.81590 0.26990
H 0.37361 4.02622 1.49457
H -1.04301 3.61658 1.23476
O -0.22757 3.98899 0.77921
H 2.88310 -2.72469 -0.15776
H 2.05722 -4.01939 -0.25999
O 2.63289 -3.44488 -0.83720
H 0.85231 -0.88154 4.30196
H -0.56120 -1.26070 3.54787
O 0.36832 -0.92235 3.39170
H 1.26274 -3.02853 -1.85630
H 0.11767 -3.51559 -2.68962
O 0.73104 -2.82054 -2.56251
```

Output
Energy relative to the best compared isomer or geometry (same formula, charge and spin) in kcal/mol: 71.7

No. 6
The following is a DFT calculation (ωB97M-V with the def2-TZVPD basis set) of 5 unconnected molecules or ions with the total composition C5H20N4O5 at a distorted geometry.

```
34
C5H20N4O5 | OMol25 | ωB97M-V with the def2-TZVPD basis set
C 1.06426 2.38619 0.39295
O 2.42260 2.12044 0.06643
H 0.33575 2.09435 -0.36349
H 0.85767 1.79335 1.28399
H 0.90919 3.46044 0.49316
H 2.63361 1.28850 0.49646
C -2.15033 5.08474 -5.22124
O -3.28748 5.79445 -5.67922
H -1.27102 5.72672 -5.27393
H -2.36087 4.85444 -4.17685
H -1.98715 4.14684 -5.75211
H -3.48424 6.61961 -5.22979
C -6.61788 1.32933 -3.94624
O -7.69267 0.94637 -3.27210
H -6.45835 0.77801 -4.87290
H -6.71302 2.30759 -4.41749
H -5.66819 1.36204 -3.41226
H -8.39452 0.89839 -3.92532
C -0.99442 -3.35344 4.81975
O -1.86644 -3.42980 5.59024
N -0.05053 -2.41953 4.97838
N -0.64751 -4.22581 3.91208
H -0.11717 -1.97525 5.88296
H 0.57897 -2.25414 4.20607
H -1.16239 -5.07514 3.72864
H 0.08440 -3.92210 3.28585
C 6.04431 -3.07936 2.02752
O 4.92550 -2.62734 1.88707
N 6.58510 -3.44036 3.19459
N 6.76868 -3.21890 0.99444
H 6.00113 -3.41571 4.01828
H 7.44141 -3.97244 3.13370
H 7.65484 -3.69209 1.09886
H 6.61676 -2.89041 0.05151
```

Output
Energy relative to the best compared isomer or geometry (same formula, charge and spin) in kcal/mol: 54.3